DFT (ωB97M-V with the def2-TZVPD basis set) results for C2H7BN2 as an isolated structure at a distorted geometry.

Last column: Löwdin charge in e.
Cartesian coordinates (Å):
B 0.47 0.48 1.50  -0.05
C -0.41 0.59 -0.75  -0.24
C 0.10 -0.94 -0.74  -0.29
N -0.33 1.00 0.56  -0.02
N 1.13 -1.06 0.29  -0.03
H 0.64 0.74 2.59  0.03
H 0.13 1.25 -1.45  0.10
H -1.44 0.77 -1.29  0.14
H -0.74 -1.60 -0.78  0.08
H 0.57 -1.34 -1.65  0.09
H -1.00 1.84 0.71  0.18
H 0.88 -1.74 1.01  0.01

Total charge   0
Multiplicity   1
Energy relative to the best compared isomer or geometry (same formula, charge and spin)   169.78 kJ/mol
Frontier orbital gap   9.21 eV
Highest occupied orbital energy   -8.559 eV
LUMO level   0.0240 Eh